Record 1
The following is a DFT calculation (ωB97M-V/def2-TZVPD) of a structure of composition C40H35As2CdF3NO7PSSe2 at a distorted geometry.

- DFT total energy (hartree) = -12608.13836
- total charge = -2
- E_HOMO (eV) = -1.97
- E_LUMO (eV) = 3.678
- ΔE to the lowest compared entry with this formula, charge and spin (kcal/mol) = 30.7
- gap between HOMO and LUMO (eV) = 5.7

Last column: Löwdin charge in e.
Geometry (Å):
1 H -10.279 -28.016 -1.308  0.111
2 C -8.654 -27.760 -2.736  -0.098
3 C -13.313 -23.131 -4.359  -0.477
4 C -12.022 -23.304 -5.067  -0.183
5 H -9.841 -22.339 0.453  0.021
6 C -9.264 -23.298 0.444  -0.325
7 H -8.536 -23.340 1.336  0.032
8 H -3.448 -19.640 -10.183  0.136
9 C -7.572 -25.597 -2.821  -0.470
10 C -2.206 -23.039 -0.946  -0.141
11 C -10.711 -18.658 -5.046  -0.308
12 C -4.371 -20.227 -9.969  -0.018
13 H -12.274 -22.657 -2.850  0.032
14 H -5.050 -26.554 -4.423  0.042
15 O -13.182 -22.665 -3.089  0.122
16 H -8.749 -28.821 -3.085  0.110
17 H -3.693 -20.877 -8.115  0.052
18 O -8.213 -21.137 -4.280  -0.169
19 C -4.483 -20.964 -8.818  -0.169
20 F -6.640 -19.288 -12.707  0.147
21 H -5.032 -21.416 -0.127  0.096
22 C -7.669 -26.892 -3.155  -0.170
23 N -5.496 -21.779 -8.534  0.055
24 S -7.836 -23.767 -6.970  0.441
25 C -5.413 -20.253 -10.855  -0.118
26 Cd -6.655 -21.693 -5.880  1.105
27 H -3.945 -24.902 -2.439  0.010
28 F -4.639 -19.838 -13.070  0.123
29 C -9.498 -23.590 -6.284  -0.671
30 C -5.541 -25.648 -4.865  -0.377
31 C -10.412 -22.561 -6.685  -0.078
32 Se -2.610 -23.442 -5.608  0.257
33 P -2.927 -21.550 -4.662  0.104
34 C -11.125 -24.296 -4.596  -0.015
35 H -0.327 -22.336 -5.326  0.015
36 O -11.585 -17.901 -4.787  0.112
37 H -0.057 -17.545 -4.017  0.106
38 O -14.411 -23.274 -4.842  0.095
39 H -7.359 -21.062 -11.209  0.121
40 C 1.064 -19.235 -4.884  -0.116
41 O -9.953 -17.898 -7.247  0.053
42 H -2.149 -18.735 -3.794  0.122
43 H -10.345 -21.712 -1.703  -0.005
44 C -10.173 -19.735 -4.140  -0.326
45 C -8.481 -25.056 -1.883  -0.408
46 As -8.361 -23.160 -1.364  1.180
47 H -10.192 -21.869 -7.512  0.110
48 Se -4.508 -20.175 -5.335  0.226
49 C -6.418 -21.891 -9.470  -0.152
50 C -4.161 -21.370 -2.131  -0.106
51 C -9.892 -18.697 -6.327  -0.308
52 C -6.483 -21.047 -10.570  0.002
53 F -5.037 -18.033 -11.892  0.106
54 H -11.332 -24.898 -3.695  0.116
55 C -4.192 -21.709 -0.755  -0.086
56 C -9.558 -27.276 -1.787  -0.106
57 H -10.293 -25.589 -0.839  0.051
58 C 0.975 -20.600 -5.221  -0.095
59 H -4.897 -24.347 -1.204  0.002
60 H -5.176 -26.046 -1.862  0.035
61 H -9.161 -25.152 -4.922  0.074
62 C -1.335 -20.562 -4.685  -0.397
63 H -4.913 -20.721 -2.558  0.061
64 As -6.153 -24.394 -3.499  1.093
65 C -3.111 -21.904 -2.869  -0.414
66 H 1.967 -21.111 -5.456  0.118
67 C -4.973 -24.984 -2.083  -0.330
68 C -5.451 -19.327 -12.130  -0.544
69 H -12.441 -21.761 -6.433  0.128
70 C -3.198 -22.504 -0.170  -0.125
71 C -10.053 -22.611 -2.119  -0.344
72 O -7.944 -20.128 -6.929  -0.207
73 C -9.887 -24.441 -5.299  -0.137
74 C -1.254 -19.243 -4.300  -0.113
75 C -0.049 -18.550 -4.472  -0.108
76 H -1.389 -23.201 -2.964  0.089
77 C -9.514 -25.919 -1.427  -0.122
78 C -11.709 -22.521 -6.153  -0.022
79 C -2.126 -22.729 -2.266  -0.135
80 H -1.464 -23.743 -0.549  0.108
81 H -3.326 -22.908 0.854  0.109
82 H -7.205 -22.578 -9.329  0.036
83 H -4.777 -25.070 -5.391  -0.088
84 H -10.005 -22.456 -3.136  -0.020
85 H -6.880 -27.281 -3.795  0.080
86 H -10.823 -23.339 -1.886  0.030
87 C -0.220 -21.266 -5.107  -0.160
88 H -6.373 -25.796 -5.520  -0.036
89 H -9.930 -24.105 0.494  -0.038
90 C -8.871 -19.733 -6.084  -0.317
91 O -10.723 -20.055 -3.117  0.066
92 H 2.000 -18.711 -4.834  0.086
93 C -8.997 -20.281 -4.769  -0.377


Record 2
The following is a DFT calculation (ωB97M-V/def2-TZVPD) of a cluster of 4 separate species, C34H72Cl2N4O6S in total.

- DFT total energy (hartree) = -3327.67625
- E_HOMO (eV) = -8.91
- E_LUMO (eV) = 0.330
- ΔE to the lowest compared entry with this formula, charge and spin (kcal/mol) = 0.0
- gap between HOMO and LUMO (eV) = 9.2
- structure (SMILES) = CCCCCCC[C@@]1(Cl)NC(=O)[C@@](S)(CCCCCC)[C@]1(CC(=O)Cl)C[C@H](C)O.COC[C@@H](C)N.COC[C@@H](C)N.COC[C@@H](C)N

Last column: Löwdin charge in e.
Geometry (Å):
1 C 0.117 -1.084 -3.794  -0.198
2 H -4.350 -5.657 4.363  0.089
3 C 1.413 -0.500 -4.405  -0.185
4 C -3.739 4.868 3.120  -0.430
5 Cl 0.269 2.406 -0.848  0.772
6 N -3.903 3.494 2.642  0.054
7 H 2.673 -3.053 1.724  0.113
8 H -4.534 6.075 4.750  0.077
9 C -4.479 5.028 4.445  -0.070
10 C 2.963 0.622 -2.653  -0.229
11 C -6.470 6.223 2.187  -0.110
12 H 7.595 6.472 -2.555  0.135
13 C 6.770 6.876 -1.958  -0.438
14 H 2.614 -6.065 1.241  0.109
15 H 2.775 2.741 -2.288  0.078
16 H 0.054 -4.395 2.074  0.101
17 C -2.880 1.433 -1.681  -0.072
18 C -3.521 -9.044 1.787  -0.070
19 H 1.127 1.438 -3.448  0.086
20 O -3.129 -6.002 2.786  -0.214
21 H 2.200 -1.262 -4.379  0.110
22 H -6.838 5.493 2.913  0.075
23 H 1.211 -0.307 -5.461  0.106
24 C 0.305 -2.497 1.098  -0.208
25 O 4.929 5.897 -0.594  -0.196
26 H 6.803 8.578 -3.275  0.076
27 H 7.965 6.871 -0.296  0.071
28 H 3.469 6.228 -2.034  0.090
29 H 4.026 -5.079 1.541  0.105
30 Cl -2.676 -1.505 -2.617  0.801
31 H -3.965 4.468 5.226  0.075
32 C -3.984 -6.508 3.790  -0.100
33 C 3.530 1.957 -2.151  -0.284
34 O -4.471 1.333 0.166  -0.047
35 H -3.563 -1.430 0.142  0.111
36 H 2.516 0.087 -1.808  0.086
37 C 3.751 6.548 -1.025  -0.106
38 H -0.749 -0.706 -4.340  0.090
39 H -4.853 3.395 2.292  0.077
40 H -2.892 2.457 -1.304  0.084
41 H -0.564 -0.017 1.541  0.141
42 H 4.803 -3.303 -0.272  0.072
43 C -2.163 -6.911 2.292  -0.203
44 H 5.424 5.247 -2.491  0.118
45 H 2.440 -3.981 -0.702  0.090
46 H -4.126 -6.681 0.560  0.073
47 H -6.220 7.149 2.715  0.089
48 C 6.065 7.929 -2.806  -0.070
49 H -4.542 -8.714 1.984  0.065
50 C -2.669 -7.906 1.238  -0.433
51 H 6.554 4.894 -1.179  0.121
52 H 0.520 -1.925 2.006  0.115
53 H 0.133 -2.170 -3.936  0.108
54 H -7.267 6.429 1.473  0.087
55 C 0.732 -3.942 1.344  -0.202
56 C 3.028 -5.063 1.091  -0.214
57 O -1.686 2.157 0.797  0.060
58 C -1.485 -0.994 -0.107  -0.302
59 H -1.407 -6.281 1.816  0.101
60 C -1.486 -3.402 -0.266  -0.504
61 H 5.419 8.563 -2.198  0.065
62 H -3.106 -9.449 2.713  0.076
63 H -0.105 0.267 -2.109  0.049
64 H -3.883 1.686 0.848  0.042
65 C -4.102 5.914 2.061  -0.208
66 H -5.494 4.635 4.381  0.065
67 H 3.851 7.636 -1.016  0.075
68 C 1.952 0.800 -3.789  -0.221
69 C 5.902 5.667 -1.593  -0.217
70 N -0.868 -2.946 -1.412  0.104
71 H 4.835 1.252 -0.561  0.076
72 S -2.156 -2.533 2.291  0.905
73 H -2.569 -3.777 1.986  -0.112
74 H 2.455 1.369 -4.580  0.115
75 H 0.638 -4.514 0.414  0.107
76 H 0.509 -0.068 0.123  0.094
77 C -3.688 0.535 -0.726  -0.419
78 H 6.621 7.753 -0.133  0.071
79 H 4.661 -4.069 -1.853  0.067
80 H 2.937 -5.623 -1.014  0.105
81 H 2.191 -4.244 2.913  0.112
82 O -5.365 5.741 1.452  -0.183
83 C -2.941 -0.533 0.124  -0.144
84 H -1.037 -3.503 -2.243  0.142
85 H -1.684 -7.442 3.128  0.123
86 H -3.380 5.831 1.245  0.122
87 C -0.842 1.548 0.249  -0.750
88 H -2.671 5.012 3.319  0.136
89 H 3.780 -0.005 -3.029  0.117
90 H 4.382 2.228 -2.785  0.106
91 H -3.445 -7.182 4.464  0.091
92 H 4.244 2.909 -0.326  0.063
93 H -2.762 -6.555 -0.271  0.041
94 H 5.332 -4.981 -0.499  0.072
95 H -2.953 -0.147 1.145  0.102
96 C 3.975 1.915 -0.690  -0.110
97 H -4.443 0.010 -1.308  0.107
98 H -1.762 -8.347 0.808  0.135
99 H -3.579 -9.849 1.055  0.074
100 H -4.842 -7.042 3.374  0.077
101 C -0.036 -0.806 -2.301  -0.209
102 C 3.175 -4.742 -0.410  -0.262
103 C 2.184 -4.030 1.841  -0.198
104 H 0.876 -1.155 -1.803  0.113
105 H -3.294 3.339 1.846  0.033
106 H -4.021 6.928 2.478  0.120
107 C -0.514 0.089 0.454  -0.101
108 N -3.382 -7.240 0.149  0.048
109 H 5.459 7.473 -3.591  0.077
110 C -1.156 -1.532 -1.577  -0.599
111 O -2.056 -4.441 -0.109  0.101
112 C 4.572 -4.246 -0.777  -0.118
113 H 3.149 1.544 -0.073  0.050
114 H 0.926 -2.089 0.294  0.107
115 H 2.957 6.270 -0.333  0.087
116 H -3.329 1.440 -2.675  0.082
117 H -1.838 1.129 -1.814  0.018
118 N 7.364 7.524 -0.788  0.039
119 C -1.205 -2.324 0.762  -0.581


Record 3
The following is a DFT calculation (ωB97M-V/def2-TZVPD) of a structure of composition C18H20N2O2S at a distorted geometry.

- DFT total energy (hartree) = -1355.55573
- E_HOMO (eV) = -7.96
- E_LUMO (eV) = -0.051
- ΔE to the lowest compared entry with this formula, charge and spin (kcal/mol) = 358.8
- gap between HOMO and LUMO (eV) = 7.9

Last column: Löwdin charge in e.
Geometry (Å):
1 C -3.715 0.341 -0.173  -0.152
2 H 3.057 -1.648 1.775  0.126
3 O -0.497 -3.226 -0.370  -0.061
4 H -0.604 -0.734 -1.413  0.222
5 H 3.994 1.053 -0.393  0.183
6 C -1.507 -2.935 -1.195  -0.151
7 C 1.368 -2.211 0.756  -0.167
8 H 1.029 -5.124 0.442  0.116
9 C 0.416 -2.179 -0.209  -0.251
10 C -2.934 2.400 -1.428  0.126
11 C 1.303 0.034 -0.446  -0.122
12 H -0.654 1.356 1.277  0.149
13 C -1.494 1.291 0.464  -0.088
14 H 1.912 1.555 -1.857  0.049
15 H -2.316 -0.546 1.442  0.079
16 C 0.619 3.519 0.219  -0.820
17 C -2.590 0.206 0.749  0.050
18 C 2.419 -1.272 0.996  0.090
19 C 0.930 -4.595 1.497  -0.060
20 H -1.357 -2.895 -2.238  0.071
21 H 1.312 -5.508 2.309  0.142
22 H -0.056 -4.399 1.889  0.057
23 H 3.230 3.202 0.263  0.139
24 N 1.318 2.366 0.048  -0.165
25 C 2.592 2.317 0.583  -0.269
26 H -1.997 -2.103 -0.973  0.011
27 C 1.190 1.430 -1.255  0.097
28 C -3.856 1.352 -0.918  -0.171
29 C 0.392 -0.998 -0.542  -0.047
30 N -0.870 3.528 -0.542  0.045
31 H -4.470 1.487 -1.662  0.040
32 H 0.107 1.599 -1.400  0.099
33 C -1.768 2.360 -0.244  -0.229
34 H -1.278 4.357 -0.597  0.009
35 H 3.995 0.821 1.366  0.177
36 C 3.208 1.037 0.511  -0.211
37 O 1.717 -3.318 1.542  -0.131
38 H 2.049 2.494 1.732  0.178
39 H -3.005 3.337 -1.850  0.054
40 C 2.489 -0.077 0.255  -0.242
41 H -2.174 -4.024 -1.293  0.180
42 S 0.977 4.761 1.099  0.744
43 H -4.480 -0.411 -0.213  0.105


Record 4
The following is a DFT calculation (ωB97M-V/def2-TZVPD) of a structure of composition C3H3NO3 at a distorted geometry.

- DFT total energy (hartree) = -396.40645
- E_HOMO (eV) = -9.87
- E_LUMO (eV) = -0.612
- ΔE to the lowest compared entry with this formula, charge and spin (kcal/mol) = 136.8
- gap between HOMO and LUMO (eV) = 9.3

Last column: Löwdin charge in e.
Geometry (Å):
1 C -2.167 -0.632 -0.249  0.084
2 H 2.494 -0.469 0.209  0.068
3 O 0.556 -2.058 -0.776  0.176
4 O -1.983 0.243 0.851  0.080
5 O -1.710 1.822 -0.837  0.168
6 C -1.930 0.796 -0.319  -0.601
7 C -0.351 -1.393 -0.553  0.069
8 H 0.942 0.077 0.533  -0.028
9 N 1.887 0.452 0.283  -0.001
10 H 2.263 1.161 0.859  -0.014